Arrangement a

Below is C7H7NS2 in the gas phase, with properties calculated with wB97M-V/def2-TZVPD.

Properties
**Structure (SMILES)**: S=C(S)Nc1ccccc1
**M**: 169.3 g/mol
**Gap between HOMO and LUMO**: 8.832 eV
**Lowest unoccupied orbital energy**: 0.30 eV
**Charge**: 0
**2S+1**: 1

Geometry (Å):
S1 2.8878 -1.2830 -0.7921
C1 2.0474 -0.1177 -1.5338
S2 2.4495 0.3007 -3.1947
N1 0.9736 0.6453 -1.1017
C2 0.0635 0.3562 -0.0278
C3 0.3630 -0.4377 1.0975
C4 -0.6598 -0.7795 2.0079
C5 -1.9279 -0.2486 1.8102
C6 -2.2407 0.5360 0.7250
C7 -1.2533 0.8532 -0.2032
H1 3.1781 -0.8500 -3.3161
H2 0.6399 1.3650 -1.7089
H3 1.3714 -0.8090 1.3543
H4 -0.4499 -1.3876 2.9470
H5 -2.7190 -0.4949 2.4950
H6 -3.2593 0.9065 0.5741
H7 -1.4642 1.4451 -1.1327

natural (NBO) population analysis, charges in e, atoms 1 to 8: number 1, S, carries -0.08; number 2, C, carries -0.10; number 3, S, carries 0.02; number 4, N, carries -0.59; number 5, C, carries 0.15; number 6, C, carries -0.24; number 7, C, carries -0.19; number 8, C, carries -0.23



Arrangement b

Below is 2 unconnected molecules or ions with the total composition C7H7NS2, with properties calculated with wB97M-V/def2-TZVPD.

Properties
**M**: 169.3 g/mol
**Gap between HOMO and LUMO (spin up / spin down)**: 7.376 / 7.375 eV
**Lowest unoccupied orbital energy (spin up / spin down)**: 0.12 / 0.12 eV
**Charge**: 0
**2S+1**: 1

Geometry (Å):
C1 0.8167 2.3796 0.9738
C2 1.2136 1.1935 0.3772
C3 -0.2612 2.2550 1.8389
C4 0.3848 0.1296 0.7768
C5 0.5938 -2.3748 0.3582
C6 0.3677 -1.1045 0.2497
C7 -1.2756 -0.8681 -1.1412
N1 -0.9376 -1.0693 -2.4096
S1 -2.7202 -0.4882 -0.5533
S2 -0.9658 0.7042 1.8525
H1 1.2850 3.2613 0.8467
H2 1.9829 0.9985 -0.3741
H3 -0.8099 3.0040 2.3589
H4 0.5308 -3.1046 -0.4806
H5 1.3519 -2.6058 1.1635
H6 -0.0039 -1.3314 -2.6603
H7 -1.5532 -0.9789 -3.1770

natural (NBO) population analysis, charges in e, atoms 1 to 8: number 1, C, carries -0.26; number 2, C, carries -0.23; number 3, C, carries -0.42; number 4, C, carries -0.29; number 5, C, carries -0.42; number 6, C, carries 0.07; number 7, C, carries 0.04; number 8, N, carries -0.80



Of them, arrangement a has the highest stability.



Arrangement a

Below is 3 unconnected molecules or ions with the total composition C2H8N6, with properties calculated with wB97M-V/def2-TZVPD.

Properties
**M**: 116.1 g/mol
**Gap between HOMO and LUMO**: 8.608 eV
**Lowest unoccupied orbital energy**: -0.54 eV
**Charge**: 0
**2S+1**: 1

Geometry (Å):
C1 0.5404 0.6646 0.5927
C2 -0.6806 0.6721 -0.3430
H1 2.4341 0.1447 -1.3954
H2 1.2470 -1.1340 -1.5707
H3 2.2882 -0.3509 0.9575
H4 -0.2650 2.3044 1.2180
H5 -1.9431 1.3959 -1.3057
H6 -2.6837 -0.3620 -0.5111
H7 -0.7555 -2.6716 0.1663
H8 -0.4040 -1.0474 1.9357
N1 2.0205 -0.6850 -0.9668
N2 1.5585 -0.3801 0.3579
N3 0.5768 1.6755 1.3745
N4 -0.9304 1.8109 -1.0097
N5 -1.5136 -0.4771 -0.2727
N6 -1.4897 -1.5599 0.7724

natural (NBO) population analysis, charges in e, atoms 1 to 8: number 1, C, carries 0.35; number 2, C, carries 0.33; number 3, H, carries 0.35; number 4, H, carries 0.37; number 5, H, carries 0.37; number 6, H, carries 0.38; number 7, H, carries 0.31; number 8, H, carries 0.40



Arrangement b

Below is C2H8N6 in the gas phase, with properties calculated with wB97M-V/def2-TZVPD.

Properties
**Structure (SMILES)**: [H]/N=C(/N)NN/C=N/N
**M**: 116.1 g/mol
**Gap between HOMO and LUMO**: 8.899 eV
**Lowest unoccupied orbital energy**: 0.59 eV
**Charge**: 0
**2S+1**: 1

Geometry (Å):
H1 1.6567 -2.5586 0.5235
N1 2.2220 -1.8446 0.9901
C1 1.4404 -0.8306 1.1954
N2 1.6574 -0.0198 2.3734
N3 0.2452 -0.4615 0.4335
N4 -0.2379 0.9647 0.3411
C2 -1.4182 1.0095 -0.6815
N5 -0.9396 0.2793 -1.6348
N6 -2.0926 0.3550 -2.6817
H2 2.7280 -0.2985 2.4965
H3 1.7508 0.9499 2.1089
H4 -0.2593 -1.1880 -0.1608
H5 -0.6242 1.0924 1.2904
H6 -2.4362 1.4241 -0.2581
H7 -1.8190 -0.2430 -3.4524
H8 -1.8734 1.3696 -2.8834

natural (NBO) population analysis, charges in e, atoms 1 to 8: number 1, H, carries 0.34; number 2, N, carries -0.77; number 3, C, carries 0.59; number 4, N, carries -0.82; number 5, N, carries -0.55; number 6, N, carries -0.46; number 7, C, carries 0.18; number 8, N, carries -0.27



Of them, arrangement b has the highest stability.



Arrangement a

Below is C3H8N2S2 in the gas phase, with properties calculated with wB97M-V/def2-TZVPD.

Properties
**Structure (SMILES)**: CN(C)NC(=S)S
**M**: 136.2 g/mol
**Gap between HOMO and LUMO**: 8.954 eV
**Lowest unoccupied orbital energy**: 0.61 eV
**Charge**: 0
**2S+1**: 1

Geometry (Å):
C1 1.1404 0.5828 1.0002
N1 0.5142 0.1494 -0.2056
C2 1.3369 -0.5757 -1.1121
N2 -0.6440 -0.6850 0.1082
C3 -1.8823 -0.1661 0.1312
S1 -3.2535 -1.0978 -0.0534
S2 -2.0132 1.6049 0.3394
H1 2.2933 0.5901 0.9626
H2 0.8708 1.6061 1.3429
H3 0.8211 0.0389 1.9695
H4 2.3059 0.0287 -1.3378
H5 1.6139 -1.4787 -0.6952
H6 0.7584 -0.7618 -2.1644
H7 -0.6628 -1.6412 -0.0986
H8 -3.1992 1.8053 -0.1868

natural (NBO) population analysis, charges in e, atoms 1 to 8: number 1, C, carries -0.45; number 2, N, carries -0.29; number 3, C, carries -0.41; number 4, N, carries -0.46; number 5, C, carries -0.05; number 6, S, carries -0.17; number 7, S, carries 0.04; number 8, H, carries 0.21



Arrangement b

Below is C3H8N2S2 in the gas phase, with properties calculated with wB97M-V/def2-TZVPD.

Properties
**Structure (SMILES)**: [H]/N=C(/NS)SCC
**M**: 136.2 g/mol
**Gap between HOMO and LUMO**: 9.792 eV
**Lowest unoccupied orbital energy**: 0.68 eV
**Charge**: 0
**2S+1**: 1

Geometry (Å):
H1 1.2615 -0.6719 2.4172
N1 0.4308 -0.1128 2.3286
C1 0.0952 -0.0828 1.0895
N2 -0.8311 0.8735 0.6675
S1 -2.2362 0.4455 -0.2112
S2 0.9377 -1.2211 -0.0555
C2 1.1344 -0.2974 -1.6118
C3 1.8060 1.0601 -1.5024
H2 -1.0931 1.5226 1.4032
H3 -2.5841 -0.6810 0.4477
H4 0.1469 -0.2978 -2.1282
H5 1.8079 -0.8664 -2.2175
H6 1.8967 1.4681 -2.5285
H7 2.7843 0.8618 -1.0623
H8 1.1452 1.6704 -0.8897

natural (NBO) population analysis, charges in e, atoms 1 to 8: number 1, H, carries 0.35; number 2, N, carries -0.68; number 3, C, carries 0.28; number 4, N, carries -0.78; number 5, S, carries 0.18; number 6, S, carries 0.18; number 7, C, carries -0.52; number 8, C, carries -0.62



Of them, arrangement b has the highest stability.